P) The following is a quantum chemistry calculation of a 2-piece molecular cluster, C3H11NOS overall, from the OMol25 dataset.

XYZ file:
```
17
Properties=species:S:1:pos:R:3:lowdin_charge:R:1
N 0.00000 0.00000 0.00000 -0.03
C -1.12394 -0.38722 -0.76906 -0.37
C -0.66098 -0.71848 -2.18802 -0.30
C -1.89080 -1.04948 -3.10281 -0.58
S -1.10303 -1.19620 -4.70796 0.69
H -0.35365 0.12941 0.95439 0.08
H 0.16794 0.94160 -0.37130 0.08
H -1.87181 0.42881 -0.78402 0.11
H -1.58052 -1.25273 -0.25148 0.12
H -0.22870 0.22749 -2.56713 0.10
H 0.13168 -1.49023 -2.22712 0.11
H -2.41982 -2.00683 -2.93237 0.08
H -2.65307 -0.24848 -3.15559 0.07
H -2.13805 -1.83054 -5.29860 -0.16
O -4.31820 -2.73420 -7.34100 -0.10
H -4.91874 -2.61253 -8.11094 0.05
H -3.53905 -3.21085 -7.70705 0.05
```

spin multiplicity	1
LUMO energy	0.0238	hartree
gap between HOMO and LUMO	9.4	eV
SMILES string	NCCCS.O

Q) The following is a quantum chemistry calculation of a 3-piece molecular cluster, C3H11NOS overall, from the OMol25 dataset.

XYZ file:
```
17
Properties=species:S:1:pos:R:3:lowdin_charge:R:1
C 0.00734 -1.25227 1.08790 -0.34
O -0.23465 -2.55920 1.61717 -0.08
C 1.23253 -1.35317 0.19435 -0.28
N 1.87592 -0.01992 0.09288 -0.04
H 0.23285 -0.56718 1.91136 0.11
H -0.87933 -0.98599 0.51893 0.03
H -1.15466 -2.67285 1.85793 0.08
H 1.90873 -2.04011 0.70642 0.11
H 0.96465 -1.79359 -0.77806 0.11
H 2.73567 -0.15864 -0.43274 0.06
H -0.39107 0.88077 0.39754 0.14
H 1.27456 0.55944 -0.49741 -0.05
C -1.57169 2.51394 -1.33046 -0.55
S -0.96692 0.82150 -1.36589 0.62
H -2.33507 2.68536 -0.57937 0.02
H -0.77197 3.19570 -1.06587 0.02
H -1.92689 2.74620 -2.33469 0.02
```

spin multiplicity	1
LUMO energy	-0.0113	hartree
gap between HOMO and LUMO	8.9	eV

R) The following is a quantum chemistry calculation of a 2-piece molecular cluster, C3H11NOS overall, from the OMol25 dataset.

XYZ file:
```
17
Properties=species:S:1:pos:R:3:lowdin_charge:R:1
C -1.70671 1.21555 0.02140 -0.11
N -0.65714 1.14855 1.02609 -0.12
C 0.61195 0.47521 0.66300 -0.32
C 0.51212 -1.00182 0.77467 -0.63
S 2.15670 -1.64408 0.93967 0.68
H -1.52192 0.42262 -0.64112 0.04
H -1.69636 2.16347 -0.57006 0.08
H -2.70746 1.12413 0.52685 0.09
H -0.57181 1.84254 1.66185 0.05
H 0.82406 0.73287 -0.42608 0.11
H 1.45053 0.98581 1.04295 0.09
H -0.09644 -1.45140 1.55039 0.08
H 0.05074 -1.58664 -0.00126 0.03
H 2.57889 -1.51574 -0.49511 -0.04
O 0.40928 -1.20423 -2.39529 -0.10
H -0.10825 -1.48197 -1.63447 -0.02
H 0.47180 -0.22487 -2.04347 0.07
```

spin multiplicity	1
LUMO energy	0.0254	hartree
gap between HOMO and LUMO	9.4	eV
SMILES string	CNCCS.O

The least stable of them is Q).

P) The following is a quantum chemistry calculation of a 2-piece molecular cluster, C3H11NOS overall, from the OMol25 dataset.

XYZ file:
```
17
Properties=species:S:1:pos:R:3:lowdin_charge:R:1
C -1.20531 0.38468 -1.26980 -0.13
N -0.44366 0.37277 -0.00422 -0.15
C -0.20809 -0.97518 0.45235 -0.36
C -0.15394 -1.15656 1.97467 -0.54
S 1.29236 -0.27623 2.66723 0.69
H -0.64771 -0.20609 -1.98377 0.08
H -2.17467 -0.10396 -1.10562 0.08
H -1.45709 1.39887 -1.56587 0.08
H -0.99707 0.88904 0.67401 0.10
H 0.80505 -1.29698 0.15230 0.11
H -0.84963 -1.74585 0.01578 0.11
H -0.10389 -2.20861 2.23957 0.07
H -1.05313 -0.75482 2.44424 0.06
H 1.34905 0.64873 1.72748 -0.17
O 1.97674 2.00422 -2.37711 -0.07
H 2.68395 1.40113 -2.07957 0.04
H 1.18704 1.62484 -1.96168 0.00
```

spin multiplicity	1
LUMO energy	0.0299	hartree
gap between HOMO and LUMO	9.9	eV
SMILES string	CNCCS.O

Q) The following is a quantum chemistry calculation of a 2-piece molecular cluster, C3H11NOS overall, from the OMol25 dataset.

XYZ file:
```
17
Properties=species:S:1:pos:R:3:lowdin_charge:R:1
C 1.92566 -0.45010 1.54103 -0.19
C 1.58480 -0.00689 0.15566 -0.64
S 2.88067 0.71665 -0.96760 0.68
H 2.59875 0.20135 2.10489 0.06
H 2.36291 -1.45089 1.45198 0.07
H 1.13591 -0.45716 2.29687 0.07
H 0.85651 -0.80441 -0.08523 0.06
H 0.83933 0.79375 0.10745 0.02
H 3.56073 -0.39811 -1.21866 -0.18
N -2.83328 0.79444 -1.13875 -0.03
C -1.96627 0.38684 -0.09787 -0.37
O -1.13533 -0.71098 -0.53986 -0.13
H -2.39140 0.89014 -2.01768 0.05
H -3.56381 0.08923 -1.36025 0.09
H -1.35579 1.40881 0.25611 0.17
H -2.74891 0.20554 0.72290 0.13
H -1.75048 -1.20821 -1.21099 0.14
```

spin multiplicity	1
LUMO energy	0.0239	hartree
gap between HOMO and LUMO	9.5	eV
SMILES string	CCS.NCO

R) The following is a quantum chemistry calculation of a 2-piece molecular cluster, C3H11NOS overall, from the OMol25 dataset.

XYZ file:
```
17
Properties=species:S:1:pos:R:3:lowdin_charge:R:1
N 0.88604 0.47971 1.28682 0.02
C -0.00907 1.20597 0.40676 -0.34
C -0.54056 0.36827 -0.74759 -0.25
C -1.57031 -0.65502 -0.20561 -0.57
S -2.89312 -0.19300 0.94531 0.71
H 1.09685 0.81791 2.19910 0.07
H 1.50953 -0.02420 0.68866 0.04
H -0.89627 1.59966 0.90765 0.07
H 0.48268 2.12089 0.03295 0.10
H -0.93082 0.98073 -1.56403 0.11
H 0.27637 -0.11013 -1.29970 0.10
H -1.02215 -1.54383 0.08199 0.07
H -2.20068 -0.79890 -1.07187 0.04
H -3.74644 0.24446 0.00708 -0.14
O 3.55157 -1.57726 -0.56296 -0.05
H 3.02347 -1.45245 0.22486 0.01
H 2.98291 -1.46282 -1.32942 0.03
```

spin multiplicity	1
LUMO energy	0.0250	hartree
gap between HOMO and LUMO	9.7	eV
SMILES string	NCCCS.O

The least stable of them is Q).

P) The following is a quantum chemistry calculation of an isolated ion of composition C6H13N and charge -1, from the OMol25 dataset.

XYZ file:
```
20
Properties=species:S:1:pos:R:3:lowdin_charge:R:1
C -0.20686 2.09722 0.22375 -0.29
N -0.05706 0.67880 0.56906 -0.18
C 1.33176 0.32794 0.89480 -0.28
C 1.52019 -1.15236 0.54113 -0.19
C 0.30599 -1.46578 -0.36911 -0.21
C -0.43677 -0.15697 -0.61174 -0.42
C -1.91049 -0.43652 -0.72178 -0.26
H 0.43433 2.39656 -0.61806 0.04
H -1.25219 2.22022 -0.05675 0.03
H 0.06424 2.67154 1.10841 0.04
H 1.41407 0.48556 1.97562 0.09
H 2.08168 0.91170 0.35610 0.08
H 2.47128 -1.45938 0.11283 0.08
H 1.34993 -1.72426 1.45706 0.09
H -0.30993 -2.16645 0.19069 0.09
H 0.42989 -2.00275 -1.31755 0.09
H -0.09745 0.38600 -1.49924 0.10
H -2.40595 -0.89457 0.14249 0.06
H -2.55499 0.44163 -0.87217 0.02
H -2.17165 -1.15816 -1.50555 0.04
```

spin multiplicity	2
LUMO energy (spin up / spin down)	0.1522 / 0.1514	hartree
total charge	-1
gap between HOMO and LUMO (spin up / spin down)	2.6 / 9.1	eV

Q) The following is a quantum chemistry calculation of a 2-piece molecular cluster, C6H13N overall, from the OMol25 dataset.

XYZ file:
```
20
Properties=species:S:1:pos:R:3:lowdin_charge:R:1
C -1.06963 -1.09679 -1.35953 -0.18
C -1.56876 0.18354 -0.75201 -0.31
C -1.51134 0.36803 0.78059 -0.33
C -0.21700 0.01931 1.43515 -0.36
N 3.14047 0.59419 -0.36428 -0.03
C 1.98122 -0.03377 0.26278 -0.24
C 0.99308 0.62025 0.84374 -0.20
H -1.73144 -1.95971 -1.24514 0.05
H -0.78385 -0.99190 -2.40737 0.05
H -0.18465 -1.43198 -0.80853 0.00
H -1.12298 1.07227 -1.23462 0.09
H -2.61866 0.35190 -1.04723 0.08
H -2.32342 -0.22987 1.20708 0.06
H -1.78534 1.43367 0.90761 0.08
H -0.42817 -1.86247 1.35692 -0.03
H -0.18766 0.01225 2.50503 0.02
H 3.51679 1.30959 0.23642 0.03
H 2.88104 1.01879 -1.24432 0.04
H 1.95702 -1.10903 0.11157 0.07
H 1.06327 1.73171 0.81613 0.09
```

spin multiplicity	2
LUMO energy (spin up / spin down)	0.1526 / 0.1485	hartree
total charge	-1
gap between HOMO and LUMO (spin up / spin down)	4.0 / 6.9	eV

The least stable of them is Q).